# 1
Here is a 2-piece molecular cluster, C7H17O3P overall at a distorted geometry from the OMol25 dataset. Energies are from ωB97M-V/def2-TZVPD.

Computed properties:
- energy (Eh) = -843.82286
- LUMO level (eV) = 0.70
- HOMO energy (eV) = -7.3
- frontier orbital gap (eV) = 8.0

Geometry as ORCA input:
```
! RIJCOSX wB97M-V def2-TZVPD def2/J DEFGRID3
* xyz 0 1
C 2.07316 -3.36368 -1.35391
C -0.72308 3.99946 1.30941
C 0.59258 -3.08051 -0.90273
C 0.01751 3.53658 0.04653
C -0.21984 -2.04554 -1.68442
C 0.27841 2.03584 -0.09863
C -0.91734 -0.12071 -0.44036
O 0.04455 -0.71587 -1.15132
O -0.85369 1.14257 -0.06196
O -0.86250 -1.00876 1.37027
P -1.53737 -0.25835 2.46311
H 2.11409 -4.22117 -1.98243
H 2.52460 -2.54068 -1.83101
H 2.66019 -3.79440 -0.53086
H -1.78968 4.05391 1.27694
H -0.37514 3.38152 2.14704
H -0.42427 4.94339 1.39697
H 0.67463 -2.56713 0.06860
H -0.08193 -4.06836 -0.86044
H 1.03749 3.75784 0.35006
H -0.17498 4.10811 -0.88128
H 0.17104 -1.91120 -2.76883
H -1.28533 -2.27662 -1.86856
H 0.84689 1.77129 -0.97764
H 0.82284 1.62385 0.86658
H -1.96043 -0.57405 -0.42604
H -2.19633 -1.33430 2.96629
H -0.45608 -0.47304 3.55860
*
```

Mulliken population analysis, charges in e, atoms 1 to 8: -1.291 -1.218 -0.058 -0.418 -0.635 -0.492 0.318 -0.283

---

# 2
Here is one molecule with the formula C7H17OP at a distorted geometry from the OMol25 dataset. Energies are from ωB97M-V/def2-TZVPD.

Computed properties:
- energy (Eh) = -693.46175
- LUMO level (eV) = 0.79
- SMILES string = CC(C)C(PO)C(C)C
- HOMO energy (eV) = -8.4
- frontier orbital gap (eV) = 9.2

Geometry as ORCA input:
```
! RIJCOSX wB97M-V def2-TZVPD def2/J DEFGRID3
* xyz 0 1
C -0.74790 2.29394 0.90388
C -0.51740 1.07778 0.00695
C 0.23501 1.50108 -1.26544
C 0.35162 0.08284 0.69955
P 2.22215 0.45945 0.77448
O 3.26877 -0.57278 -0.06644
C 0.02698 -1.41041 0.35366
C 0.30174 -1.75336 -1.13071
C -1.42913 -1.70520 0.69617
H -1.37431 2.12205 1.74337
H 0.18716 2.48861 1.44488
H -1.05541 3.20012 0.43785
H -1.50718 0.66998 -0.26629
H 1.16006 2.12674 -0.90278
H 0.77332 0.61024 -1.64685
H -0.19929 1.97747 -2.14078
H 0.02980 0.12229 1.77149
H 2.45085 -0.17715 2.00714
H 3.65076 -0.20432 -0.88079
H 0.70516 -2.02232 0.89458
H 0.04504 -2.84090 -1.41257
H 1.37469 -1.66517 -1.24363
H -0.28440 -1.21238 -1.77905
H -2.06902 -1.08508 0.10887
H -1.65821 -2.74424 0.52236
H -1.60361 -1.43928 1.81416
*
```

Mulliken population analysis, charges in e, atoms 1 to 8: -1.750 1.173 -1.525 -0.674 0.053 -0.534 0.499 -1.608

---

# 3
Here is a 2-piece molecular cluster, C7H17P overall at a distorted geometry from the OMol25 dataset. Energies are from ωB97M-V/def2-TZVPD.

Computed properties:
- energy (Eh) = -618.14452
- LUMO level (eV) = 0.61
- HOMO energy (eV) = -7.9
- frontier orbital gap (eV) = 8.5

Geometry as ORCA input:
```
! RIJCOSX wB97M-V def2-TZVPD def2/J DEFGRID3
* xyz 0 1
C -2.36921 0.86425 -1.65191
C 1.21325 0.16725 2.44448
C 1.50429 1.32889 0.25517
C 1.73095 -1.16763 0.38803
C -0.48654 -0.11236 0.72462
C -1.15068 0.00995 -1.64044
C 0.98317 0.05346 0.92241
P -1.22888 -1.77630 -1.78178
H -3.16757 0.41293 -1.06351
H -2.15266 1.85886 -1.26272
H -2.73418 0.97878 -2.67869
H 0.83474 -0.71470 2.95699
H 2.27736 0.25677 2.65215
H 0.70566 1.04156 2.84689
H 0.90364 2.18702 0.54641
H 2.53661 1.51433 0.54599
H 1.46769 1.23379 -0.82670
H 2.80720 -1.03323 0.47876
H 1.48395 -1.32724 -0.65969
H 1.44530 -2.05926 0.94137
H -1.11117 0.71685 1.02396
H -0.89522 -1.08279 0.96322
H -0.24053 0.44873 -2.02689
H -1.92011 -1.87133 -3.00858
H -2.43710 -1.92857 -1.08954
*
```

Mulliken population analysis, charges in e, atoms 1 to 8: -1.212 -1.807 -1.741 -1.766 -1.672 -0.038 2.434 -0.149

---

# 4
Here is a 2-piece molecular cluster, C7H17PS overall at a distorted geometry from the OMol25 dataset. Energies are from ωB97M-V/def2-TZVPD.

Computed properties:
- energy (Eh) = -1016.20561
- LUMO level (alpha / beta) (eV) = 0.80 / -1.83
- HOMO energy (alpha / beta) (eV) = -4.8 / -8.7
- frontier orbital gap (alpha / beta) (eV) = 5.6 / 6.9

Geometry as ORCA input:
```
! RIJCOSX wB97M-V def2-TZVPD def2/J DEFGRID3
* xyz 0 3
C -3.62688 -1.86077 -0.64812
C 2.26535 0.00392 -1.52933
C 3.33178 1.72727 -0.03688
C 3.83465 -0.77216 0.18717
C -1.32987 0.51604 1.83201
C -3.07570 -1.02641 0.43374
C 3.28602 0.26540 -0.40172
P -1.72119 0.19777 -0.00739
S -2.83132 1.94761 -0.29766
H -4.09626 -1.36750 -1.40526
H -2.91166 -2.53673 -0.95912
H -4.35614 -2.44009 -0.19276
H 2.28522 0.49095 -2.54378
H 2.27261 -1.03195 -1.55447
H 1.24288 0.27493 -1.08403
H 2.42366 2.11670 -0.35438
H 4.08255 2.32147 -0.60937
H 3.53522 2.02490 1.04175
H -2.72137 1.92089 -1.67618
H 3.74273 -1.78053 -0.20300
H 4.27401 -0.57464 1.27727
H -0.96322 1.62301 1.98543
H -2.18202 0.38303 2.49998
H -0.57140 -0.30566 2.11174
H -2.50835 -1.75635 1.06344
H -3.68131 -0.36107 1.07094
*
```

Mulliken population analysis, charges in e, atoms 1 to 8: -1.415 -0.970 -1.051 -1.003 -1.113 -0.422 0.860 0.218

---

# 5
Here is C7H18AgF2NO10S2 as an isolated structure at a distorted geometry from the OMol25 dataset. Energies are from ωB97M-V/def2-TZVPD.

Computed properties:
- energy (Eh) = -2227.56333
- LUMO level (eV) = 3.76
- HOMO energy (eV) = 0.4
- frontier orbital gap (eV) = 3.3

Geometry as ORCA input:
```
! RIJCOSX wB97M-V def2-TZVPD def2/J DEFGRID3
* xyz -2 1
Ag -0.70524 -0.10572 0.89699
N 3.16924 -3.00293 1.05052
S 3.70729 -1.95221 0.11960
O 2.72479 -0.94419 -0.32937
O 4.78453 -2.27983 -0.82012
F 4.46205 -1.15043 1.29874
S 2.28841 -3.89990 -0.05415
O 3.05067 -4.76880 -0.92529
O 1.07925 -3.20718 -0.52015
F 1.58518 -4.87826 1.02499
C 0.19585 0.65484 4.72771
O 0.79200 -0.28518 4.20319
O -0.21626 1.48317 3.93856
O -0.12735 0.62705 5.94355
C -5.16969 -1.97354 0.02590
C -4.83123 -2.70488 1.31384
O -3.73668 -2.10342 1.92717
H -5.29251 -0.92276 0.28833
H -6.07254 -2.40280 -0.40849
H -4.41266 -2.23827 -0.71230
H -4.70709 -3.78151 1.19742
H -5.70007 -2.63244 1.96803
H -3.50249 -2.63238 2.69330
C -0.91168 -0.13885 -3.93526
C -0.88545 1.38399 -3.62045
O -1.54364 1.67078 -2.46920
H -0.65381 -0.30224 -4.98164
H -1.82609 -0.70595 -3.76102
H -0.10448 -0.59634 -3.36323
H -1.22273 1.92053 -4.50728
H 0.17688 1.61884 -3.55417
H -1.76703 2.60338 -2.42507
C 2.86336 4.11736 -0.48072
C 2.91807 4.57592 0.95673
O 2.91301 3.46680 1.83815
H 2.05788 3.47108 -0.82946
H 3.69381 3.47405 -0.77158
H 2.81189 4.98339 -1.14059
H 2.20515 5.34584 1.25181
H 3.90168 5.04436 0.99103
H 2.00782 3.16880 1.95393
*
```

Mulliken population analysis, charges in e, atoms 1 to 8: 0.411 -0.230 0.995 -0.515 -0.623 -0.296 1.031 -0.577

---

# 6
Here is an isolated ion of composition C7H18B2O4P and charge -1 from the OMol25 dataset. Energies are from ωB97M-V/def2-TZVPD.

Computed properties:
- energy (Eh) = -969.71039
- LUMO level (eV) = 3.07
- HOMO energy (eV) = -3.5
- frontier orbital gap (eV) = 6.6

Geometry as ORCA input:
```
! RIJCOSX wB97M-V def2-TZVPD def2/J DEFGRID3
* xyz -1 1
C -1.63750 3.00764 1.34317
C -1.13022 2.41756 0.04123
O -2.17186 1.65502 -0.56076
B -1.90953 1.13993 -1.81660
O -2.23852 1.94170 -2.89580
C -1.24703 -0.27515 -2.02773
C -1.83828 -1.45337 -1.20756
O -0.72154 -2.22131 -0.85034
B 0.21843 -1.14353 -0.46107
P 2.06480 -1.72572 -0.04090
C 3.02336 -0.23589 -0.59246
C 2.08883 -1.44415 1.79146
C 1.53432 -2.66960 2.51898
O 0.12718 -0.20164 -1.62765
H -0.80382 3.23035 2.01088
H -2.27490 2.26806 1.82776
H -2.21979 3.91562 1.17913
H -0.27377 1.76306 0.22512
H -0.81100 3.21129 -0.64596
H -1.78801 1.61086 -3.68889
H -1.25066 -0.55825 -3.09792
H -2.56243 -2.03997 -1.78295
H -2.32138 -1.06313 -0.29923
H -0.22582 -0.56593 0.56955
H 2.49781 0.69906 -0.37886
H 3.99904 -0.22155 -0.10057
H 3.17298 -0.30270 -1.67007
H 1.44311 -0.58967 2.02031
H 3.10356 -1.20507 2.12417
H 2.19442 -3.53183 2.40227
H 1.39909 -2.47811 3.58813
H 0.55913 -2.93358 2.10314
*
```

Mulliken population analysis, charges in e, atoms 1 to 8: -1.323 0.373 -0.574 0.700 -0.533 0.078 -0.572 -0.747

---

# 7
Here is a 2-piece molecular cluster, C7H18BCl3NO5P overall from the OMol25 dataset. Energies are from ωB97M-V/def2-TZVPD.

Computed properties:
- energy (Eh) = -2455.37381
- LUMO level (eV) = 0.30
- SMILES string = CCN[C@](COC)(B(C)O)P(=O)(O)O.ClC(Cl)Cl
- HOMO energy (eV) = -8.7
- frontier orbital gap (eV) = 9.0

Geometry as ORCA input:
```
! RIJCOSX wB97M-V def2-TZVPD def2/J DEFGRID3
* xyz 0 1
C -1.75283 -0.10062 3.12414
C -0.47552 -0.50709 2.39039
N -0.60197 -0.36139 0.93969
C 0.03166 0.79433 0.29015
C -0.47436 0.82959 -1.19699
O -1.85390 0.65012 -1.33031
C -2.24171 -0.62609 -1.78051
B 1.64327 0.66767 0.20649
C 2.43102 -0.60147 0.68343
O 2.41295 1.69270 -0.27153
P -0.49328 2.39229 1.01675
O -1.93533 2.63413 1.02364
O 0.16729 2.52708 2.46201
O 0.30565 3.52425 0.18415
H -1.58277 -0.11630 4.20243
H -2.10228 0.87938 2.80540
H -2.53669 -0.82487 2.89706
H 0.38012 0.04327 2.79795
H -0.29516 -1.56494 2.59883
H -0.26431 -1.19443 0.47582
H -0.24818 1.81543 -1.61924
H 0.06951 0.08807 -1.79663
H -2.10647 -1.38927 -1.00769
H -3.29980 -0.57934 -2.03218
H -1.68758 -0.92699 -2.67826
H 3.37811 -0.27502 1.12300
H 2.70422 -1.23232 -0.16726
H 1.91081 -1.21877 1.41349
H 1.93763 2.33125 -0.81582
H 1.13105 2.59973 2.44752
H -0.24892 3.80077 -0.55922
Cl -0.40898 -3.76634 -3.09380
C 1.12420 -3.12288 -3.67288
Cl 1.60294 -1.70204 -2.73270
Cl 2.38498 -4.35081 -3.62726
H 0.99461 -2.80908 -4.70007
*
```

Mulliken population analysis, charges in e, atoms 1 to 8: -1.278 -0.559 -0.394 0.945 -0.733 -0.375 -0.606 0.581

---

# 8
Here is C7H18BFN2O6Ta as an isolated structure at a distorted geometry from the OMol25 dataset. Energies are from ωB97M-V/def2-TZVPD.

Computed properties:
- energy (Eh) = -1020.08310
- LUMO level (eV) = 2.24
- HOMO energy (eV) = -4.4
- frontier orbital gap (eV) = 6.7

Geometry as ORCA input:
```
! RIJCOSX wB97M-V def2-TZVPD def2/J DEFGRID3
* xyz -1 1
C 3.32016 0.69019 1.52987
C 3.15762 -0.86104 1.18041
C 3.13126 -1.20454 -0.36800
O 4.20159 -1.63065 -0.87752
O 2.01580 -1.11270 -1.22375
C 1.05134 -2.16773 -0.98161
C -0.39993 -1.90018 -1.59535
Ta -1.33269 0.13956 -0.97212
O 0.09235 0.29978 0.62087
O 0.12277 1.07744 -2.26284
N 0.17261 2.41999 -2.03961
O -0.00211 2.92777 -3.12666
B -2.00473 2.34663 -0.39744
N -1.34009 3.05191 0.78133
O -2.99626 3.09967 -1.11760
C -2.95622 -0.79860 0.33910
C -2.54734 -1.25715 1.80719
F -3.44763 -1.99970 -0.35864
H 2.64220 1.38531 0.93203
H 4.39194 1.07680 1.45710
H 3.01393 0.80884 2.63222
H 2.22589 -1.22830 1.74578
H 4.05588 -1.42619 1.62269
H 1.46628 -3.13704 -1.44845
H 0.90462 -2.41891 0.13290
H -0.28374 -1.86615 -2.73437
H -1.14484 -2.74514 -1.36866
H -2.51870 0.10643 -2.40594
H 0.76249 0.92664 0.25573
H -1.31919 2.41080 1.59644
H -0.34361 3.14295 0.51828
H -2.80512 4.04089 -0.87048
H -3.82811 -0.06863 0.41233
H -2.47937 -2.40009 1.84403
H -3.38973 -0.91238 2.51684
H -1.58935 -0.81649 2.22388
*
```

Mulliken population analysis, charges in e, atoms 1 to 8: -0.942 -0.203 0.456 -0.618 -0.192 -0.166 -1.391 1.048

---

# 9
Here is a 2-piece molecular cluster, C7H18BO2S2 overall at a distorted geometry from the OMol25 dataset. Energies are from ωB97M-V/def2-TZVPD.

Computed properties:
- energy (Eh) = -1249.19511
- LUMO level (eV) = 2.42
- HOMO energy (eV) = -3.4
- frontier orbital gap (eV) = 5.8

Geometry as ORCA input:
```
! RIJCOSX wB97M-V def2-TZVPD def2/J DEFGRID3
* xyz -1 1
S 4.32559 -2.47376 -0.79180
B 3.47410 -1.92463 -2.41262
C 3.14127 -0.29038 -2.40564
C 1.76314 -0.11524 -1.50476
C 0.46415 -0.58153 -2.44949
S -0.50773 -1.80988 -1.41387
H 4.86639 -1.27537 -0.29429
H 2.46616 -2.52612 -2.46993
H 4.10327 -2.22201 -3.37233
H 2.98429 0.16050 -3.47445
H 4.05936 0.25215 -1.92100
H 1.88495 -0.82186 -0.55295
H 1.60065 1.00802 -1.15050
H 0.82124 -1.00963 -3.50030
H -0.21515 0.35489 -2.71387
H -0.12345 -3.13691 -1.66393
O -1.33785 1.79068 -0.19214
C -1.86976 1.68553 0.91252
O -1.28314 0.95936 1.88926
C -1.71894 0.93193 3.26114
C -2.82261 -0.09010 3.45709
C -3.22270 2.28378 1.16657
H -2.00341 1.93096 3.60386
H -0.84870 0.63730 3.85626
H -3.70872 0.15705 2.86782
H -3.11074 -0.14818 4.50949
H -2.48957 -1.07962 3.12718
H -3.99361 1.59669 0.80807
H -3.29301 3.22624 0.61420
H -3.40549 2.53014 2.21040
*
```

Mulliken population analysis, charges in e, atoms 1 to 8: -0.424 0.340 -0.921 -0.182 -0.485 -0.326 0.007 -0.248